DFT (wB97M-V/def2-TZVPD) results for a molecular structure, C49H85Br2N2O4P2S2Si2V.

The geometry in XYZ format:
```
149
C49H85Br2N2O4P2S2Si2V (wB97M-V/def2-TZVPD)
V 0.014 -1.143 -0.856
C 2.711 0.410 -4.474
P 2.823 0.462 -2.639
C 4.561 -0.111 -2.441
C 3.037 2.292 -2.390
C 2.502 2.765 -1.031
P 0.750 2.209 -0.796
C -0.057 3.254 -2.083
C 0.240 3.179 0.668
H 3.493 1.004 -4.955
H 1.733 0.780 -4.789
H 2.797 -0.626 -4.805
H 5.233 0.352 -3.169
H 4.599 -1.196 -2.552
H 4.912 0.125 -1.437
H 2.481 2.791 -3.189
H 4.089 2.563 -2.526
H 2.587 3.854 -0.942
H 3.088 2.327 -0.214
H 0.283 4.293 -2.032
H -1.135 3.222 -1.912
H 0.124 2.861 -3.084
H 0.305 4.256 0.491
H 0.861 2.913 1.521
H -0.791 2.897 0.897
C 7.660 -1.036 2.366
C 6.361 -1.626 1.889
C 6.056 -2.965 2.111
C 4.835 -3.496 1.715
C 3.906 -2.682 1.086
C 4.206 -1.353 0.828
C 5.424 -0.833 1.232
S 2.274 -3.319 0.769
O 1.499 -2.974 1.927
O 2.453 -4.716 0.451
N 1.725 -2.466 -0.465
C 1.787 -2.908 -1.763
C 2.626 -3.870 -2.352
C 2.484 -4.115 -3.700
C 1.532 -3.430 -4.457
C 0.757 -2.492 -3.808
N 0.894 -2.231 -2.511
H 8.382 -1.816 2.610
H 7.505 -0.433 3.264
H 8.102 -0.387 1.609
H 6.779 -3.601 2.608
H 4.592 -4.534 1.899
H 3.479 -0.735 0.318
H 5.648 0.212 1.042
H 3.335 -4.415 -1.749
H 3.117 -4.857 -4.173
H 1.396 -3.623 -5.511
H -0.001 -1.914 -4.325
O -2.870 1.213 0.719
C -2.275 0.132 0.716
O -1.029 0.018 0.424
C -3.011 -1.111 1.153
C -3.965 -0.923 2.155
C -4.683 -1.977 2.688
C -4.455 -3.256 2.190
C -3.535 -3.453 1.179
C -2.791 -2.397 0.628
S -1.747 -2.804 -0.733
H -4.125 0.091 2.501
H -5.407 -1.807 3.476
H -4.999 -4.104 2.590
H -3.366 -4.448 0.786
C 2.509 3.195 4.182
C 2.674 2.016 5.154
C 4.154 1.612 5.071
C 2.387 2.518 6.578
Si 1.537 0.529 4.689
Br 1.675 0.381 2.457
C -0.326 0.842 5.040
C -0.672 0.590 6.517
C -0.717 2.288 4.700
C -1.222 -0.050 4.162
C 2.192 -1.146 5.365
C 2.511 -1.058 6.866
C 3.454 -1.604 4.616
C 1.155 -2.261 5.157
H 3.163 4.013 4.509
H 1.494 3.582 4.136
H 2.805 2.915 3.170
H 4.773 2.501 5.242
H 4.406 1.214 4.085
H 4.433 0.870 5.819
H 3.115 3.294 6.840
H 2.466 1.728 7.326
H 1.394 2.962 6.662
H -0.084 1.203 7.202
H -0.538 -0.455 6.799
H -1.728 0.835 6.680
H -0.246 3.021 5.358
H -1.801 2.392 4.816
H -0.480 2.537 3.664
H -1.081 -1.114 4.330
H -1.065 0.140 3.100
H -2.268 0.182 4.387
H 3.340 -0.383 7.080
H 2.802 -2.053 7.223
H 1.652 -0.738 7.461
H 4.278 -0.894 4.671
H 3.234 -1.800 3.569
H 3.796 -2.546 5.062
H 0.256 -2.116 5.756
H 1.605 -3.212 5.467
H 0.875 -2.366 4.108
C -4.004 -2.176 -3.552
C -4.226 -1.141 -4.666
C -3.341 -1.585 -5.842
C -5.696 -1.210 -5.111
Si -3.757 0.630 -4.099
Br -1.800 0.423 -2.996
C -4.954 1.390 -2.807
C -6.230 1.917 -3.485
C -5.356 0.329 -1.769
C -4.314 2.537 -2.004
C -3.359 1.796 -5.584
C -4.509 1.792 -6.602
C -2.064 1.397 -6.310
C -3.152 3.242 -5.111
H -4.261 -3.167 -3.944
H -4.617 -2.004 -2.671
H -2.972 -2.213 -3.209
H -3.561 -2.634 -6.069
H -2.280 -1.521 -5.593
H -3.518 -1.010 -6.752
H -5.902 -2.214 -5.499
H -5.938 -0.496 -5.901
H -6.380 -1.040 -4.278
H -6.745 1.155 -4.073
H -6.033 2.770 -4.137
H -6.926 2.257 -2.710
H -5.974 -0.463 -2.196
H -5.941 0.816 -0.983
H -4.489 -0.123 -1.283
H -3.967 3.362 -2.623
H -3.495 2.186 -1.378
H -5.074 2.934 -1.322
H -4.636 0.821 -7.081
H -4.293 2.519 -7.393
H -5.464 2.072 -6.152
H -2.106 0.399 -6.745
H -1.205 1.436 -5.641
H -1.887 2.107 -7.126
H -4.057 3.682 -4.694
H -2.854 3.855 -5.970
H -2.359 3.313 -4.364
```

E_LUMO (spin up / spin down): 2.271 / 2.271 eV
Multiplicity: 4
HOMO energy (spin up / spin down): -3.85 / -4.30 eV
Maximum force: 0.013 hartree/bohr
Calculated total energy: -285149.0724 eV
Kohn-Sham gap (spin up / spin down): 6.116 / 6.566 eV
Molecular weight: 1159.235 g/mol
Energy above the lowest of the compared OMol25 structures with the same formula, charge and spin: 17.8 kcal per mole
Expectation value of S²: 3.759
Charge: -1